1.
128
Properties=species:S:1:pos:R:3:lowdin_charge:R:1 method="wB97M-V/def2-TZVPD" lumo_ha=-0.0101 homo_energy_ev=-9.0 total_charge=0 orbital_gap_ev=8.69 relative_energy_ev=15.312 e_tot_ha=-3604.299570
C -0.600 5.448 -4.123 -0.832
O -0.256 4.737 -3.236 0.043
N -1.559 5.138 -4.892 0.171
N -0.109 6.661 -4.387 0.158
H -1.729 5.774 -5.658 0.112
H -1.953 4.209 -4.920 0.131
H -0.624 7.246 -5.029 0.100
H 0.741 6.978 -3.943 0.117
C -5.509 -2.106 1.915 -0.804
O -5.393 -1.728 0.754 0.007
N -4.685 -2.794 2.639 0.175
N -6.686 -2.122 2.432 0.149
H -4.926 -3.036 3.589 0.114
H -3.745 -2.903 2.287 0.122
H -6.694 -2.152 3.441 0.110
H -7.430 -1.764 1.850 0.126
C 0.537 0.008 -7.122 -0.783
O 1.677 0.233 -6.821 0.056
N -0.416 -0.309 -6.238 0.146
N -0.001 0.117 -8.307 0.152
H -0.155 -0.579 -5.301 0.108
H -1.363 -0.534 -6.511 0.094
H -0.918 -0.257 -8.508 0.108
H 0.642 0.432 -9.019 0.120
C -4.205 4.335 1.313 -0.813
O -3.088 4.198 1.772 0.022
N -5.377 4.191 1.884 0.167
N -4.328 4.545 0.058 0.164
H -6.217 4.493 1.411 0.108
H -5.468 4.187 2.889 0.116
H -5.213 4.794 -0.361 0.120
H -3.373 4.753 -0.199 0.131
C 4.670 3.645 -3.052 -0.773
O 5.131 4.097 -4.171 -0.049
N 3.714 2.855 -2.932 0.184
N 5.173 4.033 -1.910 0.162
H 3.300 2.814 -2.012 0.117
H 3.130 2.921 -3.753 0.141
H 4.694 3.600 -1.133 0.091
H 5.926 4.703 -1.851 0.123
C -0.463 -0.747 -0.272 -0.878
O -0.292 -1.216 -1.346 0.058
N -0.638 -1.374 0.830 0.173
N -0.485 0.518 -0.046 0.169
H -0.693 -0.842 1.686 0.114
H -0.400 -2.355 0.793 0.123
H -0.451 0.950 -0.959 0.123
H -0.540 0.991 0.844 0.119
C -1.489 5.712 5.929 -0.826
O -1.694 5.813 7.107 0.042
N -0.422 5.049 5.432 0.150
N -2.269 6.121 5.043 0.181
H -0.391 4.664 4.499 0.101
H 0.059 4.658 6.229 0.104
H -3.157 6.535 5.287 0.130
H -2.195 5.708 4.124 0.106
C 3.259 -4.694 4.432 -0.862
O 2.857 -4.984 5.534 0.047
N 4.213 -5.234 3.778 0.162
N 2.951 -3.640 3.784 0.165
H 4.323 -5.087 2.784 0.119
H 4.619 -5.791 4.515 0.131
H 2.119 -3.174 4.115 0.122
H 3.254 -3.644 2.820 0.108
C 4.533 1.760 2.882 -0.699
O 4.082 2.060 1.745 -0.039
N 3.863 1.149 3.848 0.170
N 5.714 2.266 3.293 0.137
H 2.944 0.854 3.550 0.120
H 4.317 0.989 4.735 0.113
H 6.498 2.255 2.656 0.108
H 5.921 2.277 4.282 0.097
C 5.385 -2.397 -0.359 -0.711
O 4.973 -3.520 -0.049 -0.005
N 4.755 -1.497 -1.111 0.152
N 6.476 -1.783 0.086 0.142
H 4.968 -0.518 -0.980 0.100
H 4.000 -1.685 -1.755 0.120
H 7.095 -2.107 0.815 0.113
H 6.641 -0.832 -0.211 0.101
C -4.313 -4.876 -3.973 -0.803
O -5.229 -5.531 -4.415 0.052
N -3.643 -3.950 -4.606 0.146
N -3.998 -4.706 -2.733 0.149
H -2.856 -3.665 -4.040 0.101
H -3.667 -4.058 -5.610 0.124
H -4.635 -5.035 -2.023 0.126
H -3.629 -3.771 -2.631 0.106
C 1.859 -5.024 -4.055 -0.827
O 2.836 -4.830 -4.728 0.046
N 1.944 -5.239 -2.750 0.164
N 0.665 -5.063 -4.474 0.169
H 2.711 -5.023 -2.129 0.113
H 1.031 -5.471 -2.387 0.092
H 0.568 -4.857 -5.458 0.128
H -0.152 -5.130 -3.885 0.111
C 0.103 -7.780 1.383 -0.841
O -0.333 -6.727 1.810 0.022
N 1.348 -8.034 1.383 0.168
N -0.599 -8.734 0.862 0.169
H 1.858 -8.825 1.016 0.122
H 1.836 -7.342 1.933 0.119
H -1.575 -8.500 0.752 0.124
H -0.159 -9.621 0.663 0.116
C -5.099 0.551 -4.358 -0.857
O -4.778 1.267 -5.265 0.045
N -6.190 -0.133 -4.371 0.150
N -4.656 0.502 -3.179 0.178
H -6.853 -0.100 -5.131 0.124
H -6.487 -0.687 -3.581 0.108
H -4.082 1.297 -2.937 0.134
H -5.174 -0.137 -2.593 0.118
C -0.609 -0.731 6.705 -0.788
O -0.643 -0.626 5.531 0.057
N 0.235 -0.085 7.534 0.150
N -1.456 -1.450 7.409 0.154
H 1.099 0.219 7.108 0.108
H 0.109 -0.357 8.499 0.097
H -1.428 -1.419 8.418 0.105
H -2.197 -1.959 6.950 0.118
C 2.872 6.973 1.284 -0.813
O 2.499 8.124 1.200 0.042
N 2.274 5.945 0.846 0.167
N 4.055 6.591 1.710 0.150
H 2.573 4.987 0.959 0.108
H 1.452 6.006 0.261 0.126
H 4.415 5.650 1.643 0.101
H 4.549 7.295 2.241 0.114

***

2.
93
Properties=species:S:1:pos:R:3:lowdin_charge:R:1 method="wB97M-V/def2-TZVPD" lumo_ha=0.1417 homo_energy_ev=-1.4 total_charge=-2 orbital_gap_ev=5.21 relative_energy_ev=0.522 e_tot_ha=-4023.523176
Sn -1.699 1.154 -0.012 1.339
C 2.497 4.747 -3.442 -0.074
C 1.577 3.592 -3.136 -0.288
C 2.051 2.287 -3.046 -0.070
C 1.199 1.250 -2.735 -0.052
C -0.182 1.442 -2.521 -0.282
N -1.023 0.422 -2.123 -0.035
C -0.961 -0.827 -2.645 -0.218
C -0.203 -1.137 -3.805 -0.033
C -0.094 -2.414 -4.314 -0.078
C -0.750 -3.481 -3.718 -0.305
C -0.656 -4.888 -4.254 -0.083
C -1.575 -3.180 -2.641 -0.011
C -1.731 -1.906 -2.107 -0.045
C -2.830 -1.668 -1.043 -0.336
O -2.612 -0.726 -0.095 -0.289
C -3.089 -2.961 -0.179 -0.530
F -3.891 -2.702 0.859 0.150
F -1.925 -3.410 0.332 0.135
F -3.659 -4.024 -0.805 0.103
C -4.146 -1.338 -1.815 -0.539
F -4.002 -0.250 -2.560 0.172
F -5.183 -1.130 -0.989 0.154
F -4.525 -2.339 -2.653 0.122
C -0.659 2.778 -2.560 -0.075
C 0.231 3.803 -2.880 0.001
C -2.161 3.089 -2.312 -0.378
O -2.825 2.328 -1.409 -0.261
C -2.871 2.951 -3.695 -0.539
F -4.169 3.302 -3.646 0.144
F -2.312 3.724 -4.663 0.118
F -2.817 1.697 -4.142 0.165
C -2.364 4.569 -1.817 -0.541
F -1.552 4.833 -0.780 0.140
F -2.133 5.544 -2.743 0.099
F -3.613 4.778 -1.397 0.152
H 3.364 4.416 -4.016 0.062
H 2.868 5.218 -2.526 0.070
H 1.983 5.519 -4.019 0.068
H 3.108 2.084 -3.197 0.102
H 1.590 0.249 -2.608 0.108
H 0.299 -0.334 -4.324 0.095
H 0.514 -2.577 -5.201 0.096
H 0.229 -5.007 -4.882 0.059
H -1.529 -5.153 -4.860 0.067
H -0.591 -5.619 -3.444 0.065
H -2.146 -3.998 -2.227 0.107
H -0.128 4.821 -2.945 0.109
C 3.846 -2.745 1.912 -0.124
N 3.035 -2.093 0.911 -0.295
C 2.695 -2.932 -0.228 -0.100
P 2.136 -0.725 1.195 0.479
O 1.084 -0.568 0.188 -0.273
O 1.675 -1.022 2.725 -0.285
P 0.849 -0.001 3.704 0.472
O 1.011 1.415 3.334 -0.258
N 1.516 -0.261 5.209 -0.303
C 1.584 -1.595 5.762 -0.120
C 2.481 0.671 5.749 -0.128
N -0.595 -0.755 3.800 -0.288
C -1.623 -0.014 4.552 -0.081
C -1.181 -1.547 2.714 -0.085
N 3.080 0.611 1.335 -0.295
C 2.779 1.799 0.549 -0.088
C 4.048 0.801 2.387 -0.120
H 4.811 -3.042 1.486 0.078
H 3.353 -3.647 2.299 0.083
H 4.037 -2.086 2.755 0.056
H 3.593 -3.165 -0.810 0.077
H 1.978 -2.421 -0.866 0.071
H 2.245 -3.876 0.103 0.084
H 0.793 -2.208 5.334 0.076
H 1.448 -1.559 6.848 0.076
H 2.552 -2.074 5.558 0.075
H 2.364 1.633 5.258 0.070
H 3.515 0.323 5.609 0.072
H 2.316 0.797 6.825 0.076
H -1.158 0.537 5.370 0.074
H -2.330 -0.734 4.973 0.084
H -2.198 0.657 3.910 0.070
H -0.419 -2.125 2.202 0.071
H -1.717 -0.943 1.985 0.046
H -1.903 -2.236 3.163 0.090
H 1.933 1.609 -0.105 0.056
H 3.641 2.092 -0.061 0.080
H 2.511 2.620 1.220 0.086
H 3.967 0.023 3.146 0.051
H 3.861 1.757 2.886 0.083
H 5.077 0.803 2.004 0.080
O -4.565 1.292 3.391 -0.088
C -4.402 1.672 2.225 -0.580
O -3.384 1.516 1.493 -0.255
H -5.245 2.217 1.739 0.110

***

3.
21
Properties=species:S:1:pos:R:3:lowdin_charge:R:1 method="wB97M-V/def2-TZVPD" lumo_ha="-0.0129 / -0.0703" homo_energy_ev="-8.6 / -8.6" total_charge=0 multiplicity=2 s_squared=0.753 orbital_gap_ev="8.24 / 6.64" relative_energy_ev=5.395 e_tot_ha=-705.745867
C -2.538 -1.924 0.056 -0.141
N -3.208 -0.827 -0.479 -0.017
C 0.645 0.454 -0.564 -0.319
C 1.690 -0.622 -0.738 -0.650
S 3.304 -0.375 0.045 0.623
C -0.050 0.453 0.758 -0.250
N -1.452 0.918 0.644 -0.145
C -1.563 2.239 0.160 -0.158
H -3.022 -0.814 0.678 0.110
H -3.054 -2.733 0.666 0.082
H -1.465 -2.363 0.074 0.088
H 1.185 1.400 -0.728 0.106
H -0.103 0.272 -1.383 0.134
H 1.271 -1.514 -0.316 0.044
H 1.927 -0.848 -1.743 0.047
H -0.157 -0.694 1.128 0.135
H 0.679 0.874 1.463 0.112
H -1.896 0.209 0.056 -0.013
H -2.533 2.646 0.043 0.069
H -1.112 2.831 0.922 0.075
H -1.077 2.498 -0.763 0.068